19
Properties=species:S:1:pos:R:3:lowdin_charge:R:1 method="wB97M-V/def2-TZVPD" relative_energy_ev=1.695 lumo_energy_ev=3.22 orbital_gap_ev=8.88 charge=-1 energy_ev=-36638.0999
C 0.085 2.737 1.280 -0.07
C -0.148 1.205 1.306 -0.29
O -1.392 0.823 0.736 -0.16
C -1.348 -0.512 0.311 -0.27
S -0.674 -0.671 -1.422 0.57
O 0.346 0.383 -1.698 -0.39
O -1.871 -0.417 -2.289 -0.40
N -0.176 -2.238 -1.728 -0.36
S 1.427 -2.461 -1.274 0.57
O 1.501 -3.726 -0.466 -0.46
O 2.360 -2.593 -2.438 -0.43
H -0.034 3.178 0.274 0.08
H -0.535 3.291 2.011 0.07
H 1.149 2.894 1.570 0.07
H -0.011 0.839 2.353 0.12
H 0.669 0.745 0.713 0.09
H -2.384 -0.892 0.258 0.11
H -0.794 -1.187 0.999 0.11
H 1.832 -1.396 -0.497 0.05

16
Properties=species:S:1:pos:R:3:lowdin_charge:R:1 method="wB97M-V/def2-TZVPD" smiles="C=NCCCC=O" relative_energy_ev=3.050 lumo_energy_ev=0.81 orbital_gap_ev=10.24 energy_ev=-8866.1629
O -0.557 -0.072 2.379 0.05
C -0.631 0.620 1.395 -0.31
C 0.529 1.322 0.717 -0.16
C 1.002 0.904 -0.743 -0.15
C 0.561 -0.627 -0.980 -0.26
C -1.430 -1.725 -0.314 -0.06
N -0.837 -0.890 -1.079 -0.04
H -1.588 0.647 0.803 0.12
H 0.595 2.472 0.868 0.14
H 1.345 0.973 1.323 0.09
H 0.506 1.612 -1.412 0.09
H 2.089 1.050 -0.919 0.11
H 1.006 -1.173 -0.102 0.12
H 1.096 -0.905 -1.924 0.12
H -2.523 -1.606 -0.276 0.07
H -1.165 -2.602 0.265 0.08

13
Properties=species:S:1:pos:R:3:lowdin_charge:R:1 method="wB97M-V/def2-TZVPD" relative_energy_ev=2.614 lumo_energy_ev=0.67 orbital_gap_ev=10.70 energy_ev=-13085.5673
C 0.388 1.178 0.380 -0.25
C 0.394 -0.173 -0.122 -0.19
C -1.963 -0.826 -0.071 -0.27
C 1.413 -1.002 -0.081 0.03
H -0.065 1.907 -1.327 0.11
H -0.068 1.301 1.308 0.12
H 1.407 1.500 0.327 0.13
H -2.813 -1.879 -0.422 0.23
H 1.596 -2.083 -0.176 0.14
O -0.384 1.961 -0.422 -0.01
O -0.786 -0.713 -0.909 -0.05
O -2.037 -0.257 0.974 0.08
F 2.690 -0.416 0.279 -0.07

12
Properties=species:S:1:pos:R:3:lowdin_charge:R:1 method="wB97M-V/def2-TZVPD" relative_energy_ev=2.827 lumo_energy_ev=-4.02 orbital_gap_ev=9.50 charge=+1 energy_ev=-43250.1190
C -0.592 -0.244 -0.459 -0.29
C 1.557 0.122 0.056 -1.46
N -1.238 0.570 0.540 0.16
O -0.682 -1.605 -0.454 0.01
Cl 2.053 -1.509 0.563 0.62
Cl 2.346 0.828 -1.314 0.63
Cl 1.347 1.253 1.490 0.60
H -0.553 0.263 -1.357 0.11
H -2.171 0.906 0.062 0.24
H -0.506 1.295 0.753 0.04
H -1.306 0.010 1.417 0.19
H -0.255 -1.889 -1.297 0.15

15
Properties=species:S:1:pos:R:3:lowdin_charge:R:1 method="wB97M-V/def2-TZVPD" smiles=NC(S)(S)C[NH3+] relative_energy_ev=2.050 lumo_energy_ev=-3.83 orbital_gap_ev=9.53 charge=+1 energy_ev=-26862.6987
C -0.022 0.939 0.175 -0.20
C 0.202 -0.577 -0.172 -1.11
N -1.167 1.154 1.098 0.16
N 1.582 -0.800 -0.493 -0.04
S -0.805 -1.149 -1.505 0.79
S -0.257 -1.647 1.516 0.60
H 0.906 1.337 0.675 0.16
H -0.065 1.311 -0.823 0.11
H -1.902 0.434 0.958 0.15
H -1.670 2.106 1.026 0.22
H 1.719 -1.699 -1.023 0.10
H 2.063 -0.962 0.440 0.10
H -0.851 1.047 2.053 0.14
H -1.447 -2.301 -1.218 -0.10
H 0.563 -2.791 1.246 -0.07

57
Properties=species:S:1:pos:R:3:lowdin_charge:R:1 method="wB97M-V/def2-TZVPD" relative_energy_ev=0.700 lumo_energy_ev=0.56 orbital_gap_ev=8.15 energy_ev=-46508.0367
O 0.265 1.079 -0.454 -0.13
C 1.315 1.588 -1.322 -0.12
C 0.378 2.595 -1.968 -0.05
H 1.664 0.780 -1.974 0.12
H 2.124 2.029 -0.734 0.10
C -0.668 2.125 -0.922 -0.50
H 0.141 2.342 -3.003 0.11
H 0.711 3.633 -1.862 0.12
C -1.985 1.509 -1.365 0.00
H -1.838 0.550 -1.875 0.06
H -2.530 2.217 -2.012 0.11
H -2.572 1.322 -0.457 0.05
C -0.923 3.155 0.169 -0.01
H 0.010 3.616 0.522 0.09
H -1.438 2.678 1.006 0.06
H -1.588 3.938 -0.235 0.10
Al 0.152 -0.430 1.422 0.53
C 0.714 1.373 3.746 -0.09
C 1.206 0.154 3.168 -0.18
C 1.960 0.544 1.961 -0.19
H 1.337 -0.791 3.706 0.13
C 1.912 1.976 1.897 -0.12
C 1.105 2.456 2.942 -0.12
H 0.898 3.509 3.140 0.10
H 0.180 1.449 4.691 0.10
H 2.712 -0.068 1.461 0.12
H 2.526 2.583 1.227 0.10
C -1.741 -0.473 3.805 -0.10
C -2.422 0.680 3.357 -0.10
C -2.540 0.633 1.959 -0.10
H -2.834 1.461 3.993 0.10
C -1.847 -0.553 1.463 -0.20
C -1.407 -1.290 2.684 -0.16
H -1.206 -2.360 2.736 0.11
H -1.551 -0.726 4.845 0.11
H -3.160 1.296 1.365 0.09
H -2.111 -1.044 0.522 0.12
O 0.378 -1.384 -2.013 -0.18
C -0.443 -1.051 -3.162 -0.19
C 0.201 -1.547 -4.463 -0.15
H -0.583 0.038 -3.167 0.09
H -1.435 -1.522 -3.073 0.12
C 1.336 -2.462 -4.011 -0.15
H 0.544 -0.712 -5.089 0.11
H -0.533 -2.114 -5.043 0.11
C 1.330 -2.376 -2.476 -0.18
H 2.314 -2.195 -4.409 0.11
H 1.108 -3.488 -4.300 0.11
H 2.313 -2.117 -2.069 0.11
H 1.047 -3.357 -2.067 0.10
F 1.942 -2.689 2.184 0.07
C 1.146 -2.202 1.175 -0.34
F 2.016 -1.761 0.160 0.01
C 0.305 -3.367 0.669 -0.52
F 1.031 -4.270 -0.034 0.13
F -0.253 -4.022 1.726 0.13
F -0.713 -2.935 -0.144 0.12

49
Properties=species:S:1:pos:R:3:lowdin_charge:R:1 method="wB97M-V/def2-TZVPD" spin_multiplicity=2 relative_energy_ev=1.046 lumo_energy_ev="2.08 / 2.07" orbital_gap_ev="7.27 / 7.22" charge=-1 energy_ev=-130031.5692
Re 0.402 2.342 -1.018 0.66
C 0.393 0.717 7.425 -0.06
C 0.750 0.888 5.972 -0.28
C 1.525 -0.057 5.310 -0.04
C 1.873 0.111 3.976 -0.05
C 1.441 1.237 3.299 -0.29
C 0.663 2.194 3.939 -0.05
C 0.322 2.014 5.267 -0.04
S 1.882 1.495 1.594 0.54
O 2.465 2.804 1.504 -0.32
O 2.649 0.343 1.191 -0.30
N 0.444 1.528 0.848 -0.39
C -0.319 0.280 0.983 -0.17
C -0.526 -0.340 -0.383 -0.59
O -0.922 -1.480 -0.519 0.06
O -0.217 0.456 -1.379 -0.26
H 0.463 -0.327 7.728 0.07
H -0.621 1.065 7.625 0.08
H 1.069 1.294 8.060 0.08
H 1.859 -0.941 5.843 0.11
H 2.474 -0.621 3.452 0.11
H 0.334 3.067 3.388 0.12
H -0.289 2.756 5.770 0.11
H -1.300 0.503 1.407 0.13
H 0.161 -0.456 1.627 0.12
Se -0.837 4.180 -1.052 0.09
C 1.237 -1.878 -3.444 -0.07
C 0.329 -1.590 -4.631 -0.23
N -0.418 -0.355 -4.465 -0.01
C -1.739 -0.150 -4.414 -0.90
S -2.381 1.399 -4.569 0.52
N -2.567 -1.226 -4.257 -0.01
C -2.307 -2.348 -3.348 -0.26
C -3.479 -2.533 -2.402 -0.09
H 1.814 -2.789 -3.623 0.07
H 0.663 -1.994 -2.525 0.05
H 1.936 -1.053 -3.293 0.07
H -0.366 -2.406 -4.810 0.09
H 0.931 -1.491 -5.540 0.11
H 0.128 0.492 -4.413 0.02
H -3.525 -0.912 -4.258 0.08
H -1.422 -2.133 -2.754 0.08
H -2.134 -3.268 -3.915 0.10
H -3.597 -1.646 -1.778 0.08
H -3.299 -3.383 -1.744 0.07
H -4.409 -2.709 -2.950 0.07
S 1.338 2.294 -3.212 0.49
C 2.993 2.316 -2.848 -0.82
N 4.134 2.311 -2.662 0.04

151
Properties=species:S:1:pos:R:3:lowdin_charge:R:1 method="wB97M-V/def2-TZVPD" smiles="CN(C)P(=O)(N(C)C)N(C)C.CN(C)P(=O)(N(C)C)N(C)C.CN(C)P(=O)(N(C)C)N(C)C.CN(C)P(=O)(N(C)C)N(C)C.CN(C)P(=O)(N(C)C)N(C)C.CC#N" relative_energy_ev=0.000 lumo_energy_ev=0.29 orbital_gap_ev=8.34 energy_ev=-115221.4836
O 3.233 1.225 0.535 -0.32
P 3.567 2.592 1.092 0.56
N 2.594 3.154 2.401 -0.30
C 1.341 3.801 2.087 -0.13
C 2.728 2.498 3.776 -0.07
N 3.339 3.778 -0.014 -0.33
C 3.705 5.171 0.286 -0.10
C 2.736 3.461 -1.284 -0.12
N 5.135 2.697 1.769 -0.30
C 5.524 3.858 2.629 -0.11
C 6.274 2.145 1.023 -0.11
H 1.418 4.569 1.322 0.06
H 1.045 4.365 2.967 0.08
H 0.496 3.116 1.823 0.09
H 1.897 1.792 3.888 0.08
H 2.778 3.292 4.568 0.09
H 3.658 1.941 3.818 0.04
H 4.776 5.412 0.095 0.09
H 3.017 5.876 -0.204 0.09
H 3.590 5.311 1.362 0.05
H 1.717 3.089 -1.190 0.08
H 2.686 4.435 -1.798 0.08
H 3.354 2.830 -1.940 0.08
H 5.853 3.436 3.583 0.08
H 6.333 4.400 2.141 0.08
H 4.692 4.517 2.817 0.05
H 7.152 2.154 1.655 0.08
H 6.504 2.753 0.145 0.08
H 6.069 1.111 0.733 0.07
O 2.050 -2.511 4.848 -0.32
P 3.514 -2.836 4.776 0.57
N 4.443 -2.183 6.059 -0.32
C 3.833 -2.189 7.441 -0.09
C 5.849 -1.855 6.012 -0.15
N 4.412 -2.219 3.424 -0.29
C 4.157 -2.911 2.101 -0.09
C 4.268 -0.744 3.269 -0.13
N 3.757 -4.493 4.879 -0.30
C 2.558 -5.333 4.755 -0.12
C 5.050 -5.219 5.124 -0.07
H 2.795 -2.575 7.336 0.07
H 3.735 -1.174 7.872 0.08
H 4.468 -2.813 8.127 0.09
H 6.437 -2.641 6.527 0.07
H 6.028 -0.911 6.510 0.07
H 6.221 -1.734 4.995 0.07
H 3.116 -2.793 1.762 0.07
H 4.831 -2.466 1.344 0.09
H 4.399 -3.952 2.171 0.06
H 5.156 -0.347 2.758 0.08
H 3.383 -0.553 2.663 0.06
H 4.195 -0.200 4.219 0.07
H 1.718 -4.760 4.362 0.06
H 2.777 -6.176 4.076 0.08
H 2.313 -5.760 5.725 0.08
H 5.536 -5.564 4.219 0.07
H 4.875 -6.083 5.774 0.08
H 5.734 -4.579 5.692 0.06
O -5.902 -4.641 2.573 -0.34
P -4.899 -3.486 2.642 0.68
N -5.213 -2.206 1.497 -0.31
C -6.199 -2.411 0.418 -0.11
C -4.466 -0.950 1.353 -0.12
N -3.270 -4.037 2.345 -0.32
C -2.519 -4.884 3.317 -0.11
C -2.469 -3.781 1.171 -0.14
N -4.863 -2.668 4.193 -0.31
C -6.035 -2.586 5.051 -0.13
C -3.617 -1.917 4.644 -0.10
H -7.080 -1.717 0.479 0.10
H -6.627 -3.397 0.523 0.06
H -5.730 -2.341 -0.588 0.06
H -3.569 -0.947 1.991 0.06
H -5.147 -0.121 1.587 0.08
H -4.202 -0.836 0.301 0.05
H -1.553 -4.463 3.605 0.07
H -3.222 -5.030 4.138 0.08
H -2.286 -5.865 2.871 0.08
H -2.297 -4.730 0.642 0.08
H -2.899 -3.117 0.423 0.07
H -1.473 -3.391 1.492 0.08
H -5.725 -2.769 6.096 0.08
H -6.489 -1.602 5.050 0.07
H -6.726 -3.382 4.757 0.07
H -2.740 -2.133 4.027 0.06
H -3.388 -2.187 5.667 0.07
H -3.832 -0.844 4.571 0.07
O 2.370 -1.018 -6.058 -0.31
P 1.912 0.407 -5.976 0.53
N 3.195 1.446 -6.039 -0.32
C 4.580 0.954 -6.175 -0.09
C 2.926 2.834 -5.678 -0.11
N 1.000 0.731 -4.612 -0.30
C 1.012 -0.135 -3.477 -0.12
C 0.101 1.912 -4.508 -0.10
N 0.907 1.034 -7.202 -0.33
C -0.447 0.497 -7.306 -0.12
C 1.552 1.220 -8.525 -0.10
H 5.116 1.560 -6.914 0.08
H 4.573 -0.080 -6.512 0.07
H 5.109 1.018 -5.202 0.08
H 3.727 3.475 -6.081 0.09
H 2.944 3.011 -4.592 0.07
H 2.019 3.161 -6.172 0.07
H 1.495 0.307 -2.567 0.09
H 0.011 -0.458 -3.182 0.07
H 1.633 -1.014 -3.725 0.08
H -0.830 1.598 -4.044 0.06
H 0.557 2.656 -3.821 0.08
H -0.073 2.320 -5.496 0.06
H -0.525 -0.497 -7.792 0.09
H -0.878 0.423 -6.295 0.07
H -1.022 1.226 -7.869 0.08
H 2.527 1.675 -8.421 0.06
H 0.900 1.873 -9.153 0.09
H 1.715 0.203 -8.968 0.10
O -7.015 0.790 -1.937 -0.31
P -5.825 1.184 -2.734 0.55
N -4.546 1.927 -1.941 -0.30
C -3.148 1.964 -2.355 -0.14
C -4.729 2.645 -0.660 -0.10
N -6.420 2.341 -3.851 -0.30
C -5.575 2.890 -4.910 -0.14
C -7.801 2.921 -3.789 -0.09
N -5.001 -0.058 -3.535 -0.30
C -4.191 -1.038 -2.760 -0.09
C -5.698 -0.740 -4.594 -0.14
H -3.129 1.913 -3.437 0.05
H -2.518 1.175 -1.966 0.01
H -2.767 2.925 -1.995 0.08
H -4.436 3.684 -0.798 0.07
H -4.008 2.209 0.039 0.07
H -5.736 2.545 -0.244 0.08
H -5.133 3.886 -4.729 0.08
H -4.726 2.205 -5.063 0.06
H -6.146 2.898 -5.836 0.07
H -8.466 2.605 -4.595 0.07
H -8.236 2.670 -2.832 0.06
H -7.670 4.015 -3.835 0.08
H -3.563 -0.583 -1.997 0.04
H -4.809 -1.823 -2.312 0.06
H -3.543 -1.533 -3.503 0.09
H -6.297 -1.590 -4.219 0.09
H -4.947 -1.163 -5.256 0.08
H -6.347 -0.102 -5.193 0.08
C 0.340 -0.345 1.625 -0.05
C -0.628 -0.191 0.520 -0.23
N -1.400 -0.015 -0.332 0.16
H 0.814 -1.303 1.384 0.08
H -0.269 -0.467 2.546 0.09
H 1.076 0.455 1.718 0.04